Record 1
This record from the Open Molecules 2025 dataset describes a cluster of 2 separate species, C2HF5 in total. The level of theory is ωB97M-V/def2-TZVPD.

Its net charge is 0. Its maximum force is 0.098 Eh/bohr. The value obtained for the gap between HOMO and LUMO is 10.62 eV. The HOMO energy comes out at -0.3680 Eh.

Atoms and positions in Å:
C: 1.11332 -0.23710 -0.06259
C: -1.06423 0.33964 0.06922
F: 1.04279 -1.46109 -0.53021
F: 1.48275 -0.27163 1.20543
F: -1.23369 1.64201 -0.09425
F: -1.65748 -0.23819 -0.99012
F: -1.45611 -0.19283 1.20715
H: 1.77265 0.41919 -0.80464

Record 2
This record from the Open Molecules 2025 dataset describes the molecule C2H3BrN4. The level of theory is ωB97M-V/def2-TZVPD.

Its net charge is 0. Its maximum force is 0.098 Eh/bohr. The value obtained for the gap between HOMO and LUMO is 9.82 eV. The HOMO energy comes out at -0.3440 Eh.

Atoms and positions in Å:
N: 1.82356 -2.23163 -0.09854
C: 0.86024 -1.61270 -0.15728
N: -0.22202 -0.85627 -0.19892
C: -0.30141 0.55461 -0.14710
N: 0.91836 1.17114 -0.09700
N: -1.46900 1.25804 -0.06414
Br: -2.92413 0.19524 -0.16013
H: -1.05108 -1.21992 0.21369
H: 0.72317 2.08425 0.36692
H: 1.64231 0.65724 0.34251

Record 3
This record from the Open Molecules 2025 dataset describes a cluster of 8 separate species, C6H27ClNO8 in total. The level of theory is ωB97M-V/def2-TZVPD.

Its net charge is -1. Its maximum force is 0.037 Eh/bohr. The value obtained for the gap between HOMO and LUMO is 7.82 eV. The HOMO energy comes out at -0.1930 Eh.

Atoms and positions in Å:
Cl: 2.12691 1.27146 -1.88865
C: -1.69424 -3.93164 -1.50015
O: -1.55555 -2.71187 -0.77240
C: -2.49747 -2.49078 0.28413
C: -2.19495 -1.05501 0.81137
N: -0.87868 -0.82816 1.35221
C: -0.85663 0.29625 2.28542
C: -1.51352 1.53516 1.67256
O: -1.09019 2.80976 2.17316
C: -1.58983 3.05279 3.48944
H: -1.14094 -3.84511 -2.43529
H: -2.70921 -4.21314 -1.78069
H: -1.33406 -4.81785 -0.97766
H: -2.39571 -3.17037 1.13024
H: -3.49808 -2.47674 -0.14793
H: -2.89076 -0.89399 1.63478
H: -2.33431 -0.41925 -0.06298
H: -0.35205 -0.58609 0.52507
H: 0.17398 0.52313 2.55837
H: -1.29682 0.08784 3.26056
H: -2.58932 1.44311 1.82187
H: -1.40250 1.52538 0.58828
H: -2.62847 2.80166 3.70455
H: -1.51723 4.12964 3.64178
H: -0.87889 2.58525 4.17067
O: 5.87252 1.99773 -2.67006
H: 6.18887 2.03613 -1.76746
H: 4.92312 1.90757 -2.58797
O: 2.22343 4.03651 1.57292
H: 1.98750 3.61010 0.74906
H: 1.38455 4.24450 1.98433
O: 1.36619 -1.90072 -4.99875
H: 0.43519 -1.85788 -5.21700
H: 1.43693 -1.44699 -4.15890
O: -1.82968 2.08934 -2.76531
H: -1.99136 1.27731 -3.24563
H: -0.92604 2.01136 -2.45939
O: 4.09998 -0.37301 1.40940
H: 3.41194 0.08650 0.92807
H: 4.90981 0.06443 1.14664
O: 1.97407 -2.99356 -0.97909
H: 2.02135 -2.17036 -1.46523
H: 1.04994 -3.24047 -1.01455

Record 4
This record from the Open Molecules 2025 dataset describes the molecule Br2HOPS. The level of theory is ωB97M-V/def2-TZVPD.

Its net charge is 0. Its maximum force is 0.049 Eh/bohr. The value obtained for the gap between HOMO and LUMO is 8.21 eV. The HOMO energy comes out at -0.3691 Eh.

Atoms and positions in Å:
O: -1.08735 0.73497 -0.11998
P: 0.38943 0.11358 -0.05693
S: 1.92928 1.05464 0.73126
Br: 0.74252 -0.62598 -2.23098
Br: -0.35315 -2.08117 1.00322
H: -1.62073 0.80396 0.67341

> What is the gap between HOMO and LUMO in the third record?

7.82 eV

> Which value of gap between HOMO and LUMO does entry 3 give?

7.82 eV

Copy entry 1 word for word.
This record from the Open Molecules 2025 dataset describes a cluster of 2 separate species, C2HF5 in total. The level of theory is ωB97M-V/def2-TZVPD.

Its net charge is 0. Its maximum force is 0.098 Eh/bohr. The value obtained for the gap between HOMO and LUMO is 10.62 eV. The HOMO energy comes out at -0.3680 Eh.

Atoms and positions in Å:
C: 1.11332 -0.23710 -0.06259
C: -1.06423 0.33964 0.06922
F: 1.04279 -1.46109 -0.53021
F: 1.48275 -0.27163 1.20543
F: -1.23369 1.64201 -0.09425
F: -1.65748 -0.23819 -0.99012
F: -1.45611 -0.19283 1.20715
H: 1.77265 0.41919 -0.80464